(1)
The following is a DFT calculation (ωB97M-V/def2-TZVPD) of a cluster of 6 separate species, C11H33F3N6O8S in total.

```
62
C11H33F3N6O8S (ωB97M-V/def2-TZVPD)
O -0.99 0.34 0.31
H -1.33 -0.51 0.75
H -1.31 0.36 -0.64
H 0.03 0.40 0.32
C -3.08 0.05 -4.30
F -3.08 1.39 -4.48
F -4.00 -0.45 -5.14
F -1.90 -0.49 -4.56
S -3.65 -0.29 -2.53
O -2.48 0.01 -1.68
O -4.76 0.62 -2.35
O -4.04 -1.71 -2.50
C 0.95 4.05 1.99
O 0.30 4.89 2.60
N 0.41 3.31 0.97
N 2.28 3.80 2.24
H -0.55 3.52 0.80
H 1.09 2.94 0.33
H 2.85 3.16 1.72
H 2.73 4.43 2.88
C -1.28 2.33 -2.50
O -0.26 1.97 -1.90
N -2.45 2.58 -1.86
N -1.33 2.46 -3.85
H -3.22 2.94 -2.40
H -2.58 2.51 -0.87
H -0.53 2.23 -4.41
H -2.22 2.42 -4.30
C -2.24 -3.82 2.77
C -2.03 -2.36 2.33
C -1.06 -1.64 3.23
O -1.27 -0.24 3.23
C -0.16 0.44 3.80
N -1.73 -2.25 0.88
H -3.02 -3.91 3.52
H -1.29 -4.24 3.12
H -2.59 -4.40 1.92
H -2.96 -1.83 2.54
H -0.05 -1.81 2.81
H -1.06 -2.09 4.23
H -0.48 1.46 4.00
H 0.58 0.51 3.00
H 0.28 0.01 4.71
H -2.43 -2.80 0.40
H -0.86 -2.77 0.71
C 1.79 -0.54 -1.82
C 2.19 -1.01 -0.46
C 3.73 -1.03 -0.34
O 4.23 -2.13 -1.06
C 5.64 -2.23 -0.95
N 1.71 0.03 0.51
H 2.23 0.43 -2.06
H 0.72 -0.47 -2.00
H 2.13 -1.28 -2.56
H 1.83 -1.99 -0.14
H 3.98 -1.13 0.73
H 4.19 -0.07 -0.61
H 5.94 -3.14 -0.41
H 6.08 -1.39 -0.41
H 6.09 -2.26 -1.94
H 2.02 -0.12 1.47
H 2.27 0.84 0.24
```

Results
2S+1: 1
HOMO energy: -9.2 eV
ΔE to the lowest compared entry with this formula, charge and spin: 1.199 eV
Energy: -2067.1498 hartree
Largest force on an atom: 4.7 eV/A



(2)
The following is a DFT calculation (ωB97M-V/def2-TZVPD) of an isolated molecule of C9H16N2O.

```
28
C9H16N2O (ωB97M-V/def2-TZVPD)
C 1.60 -0.07 0.06
C -0.21 -0.53 0.26
C 1.85 1.36 0.29
C -0.36 1.94 0.01
C -1.20 0.64 -0.06
C -2.33 0.62 0.94
C -1.62 0.45 -1.59
C 3.73 -0.97 -0.28
C -1.46 -2.53 0.64
N 2.32 -0.95 -0.34
N -0.35 -1.73 0.52
O 0.65 2.03 0.89
H 2.75 1.47 0.99
H 2.11 1.86 -0.65
H 0.05 2.24 -0.94
H -1.11 2.69 0.12
H -2.84 1.54 0.96
H -1.90 0.32 1.92
H -3.19 -0.02 0.72
H -2.58 -0.14 -1.67
H -0.86 -0.11 -2.11
H -1.97 1.33 -2.22
H 4.37 -0.10 -0.79
H 4.05 -1.91 -0.70
H 3.88 -0.78 0.77
H -1.42 -3.54 0.12
H -2.43 -2.03 0.54
H -1.53 -3.09 1.61
```

Results
2S+1: 1
HOMO energy: -8.0 eV
ΔE to the lowest compared entry with this formula, charge and spin: 5.031 eV
Energy: -537.1190 hartree
SMILES string: C/N=C1\COCC(C)(C)\C1=N/C
Largest force on an atom: 5.6 eV/A



(3)
The following is a DFT calculation (ωB97M-V/def2-TZVPD) of an isolated molecule of C4H3BrF4O.

```
13
C4H3BrF4O (ωB97M-V/def2-TZVPD)
C 0.41 1.68 -0.47
C 0.79 0.74 0.60
C -0.58 -0.54 0.68
C -0.42 -1.34 -0.65
O 1.22 2.12 -1.25
F -1.84 -0.02 0.64
F 0.68 -2.03 -0.47
F -1.51 -2.07 -1.00
F -0.14 -0.58 -1.75
Br -0.35 -1.60 2.32
H -0.63 2.05 -0.47
H 1.77 0.33 0.37
H 0.59 1.24 1.46
```

Results
2S+1: 1
HOMO energy: -10.3 eV
ΔE to the lowest compared entry with this formula, charge and spin: 0.000 eV
Energy: -3202.8846 hartree
SMILES string: O=CC[C@](F)(Br)C(F)(F)F
Largest force on an atom: 5.4 eV/A



(4)
The following is a DFT calculation (ωB97M-V/def2-TZVPD) of a cluster of 2 separate species, CHN3O3 in total.

```
8
CHN3O3 (ωB97M-V/def2-TZVPD)
C 0.41 -1.40 -0.09
N 1.41 -2.00 -0.17
N -0.60 -0.53 -0.32
N 0.74 1.29 -0.08
O 1.83 0.88 -0.06
O 0.01 2.22 0.02
O -1.53 -0.36 0.63
H -2.27 -0.11 0.07
```

Results
2S+1: 1
HOMO energy (alpha / beta): -10.1 / -9.6 eV
ΔE to the lowest compared entry with this formula, charge and spin: 3.474 eV
Energy: -428.4368 hartree
Largest force on an atom: 3.5 eV/A



(5)
The following is a DFT calculation (ωB97M-V/def2-TZVPD) of a structure of composition C3H5IN2O2S.

```
14
C3H5IN2O2S (ωB97M-V/def2-TZVPD)
C -1.10 -0.54 -0.79
C -1.13 0.79 -0.07
C 0.10 1.24 0.70
N -0.22 -1.36 -0.94
N 1.13 1.43 -0.32
O 1.21 -1.57 1.14
O 1.60 -3.12 -0.67
S 1.30 -1.82 -0.23
I 2.68 0.37 -0.06
H -2.09 -0.57 -1.20
H -1.47 1.48 -0.91
H -1.99 0.80 0.71
H -0.16 2.24 1.09
H 0.14 0.62 1.55
```

Results
2S+1: 1
HOMO energy (alpha / beta): -9.1 / -8.5 eV
ΔE to the lowest compared entry with this formula, charge and spin: 3.484 eV
Energy: -1072.9607 hartree
Largest force on an atom: 4.7 eV/A



(6)
The following is a DFT calculation (ωB97M-V/def2-TZVPD) of a cluster of 2 separate species, C5H16N2O in total.

```
24
C5H16N2O (ωB97M-V/def2-TZVPD)
C -1.32 -2.04 -1.46
N -1.43 -0.86 -0.58
C 0.88 -1.11 2.31
C 0.49 -1.53 0.88
C -0.22 -0.38 0.10
C 0.70 0.27 -0.94
N 0.19 1.67 -1.26
H -2.20 -2.66 -1.19
H -1.38 -1.84 -2.53
H -0.42 -2.58 -1.16
H -2.15 -0.94 0.12
H 1.59 -0.30 2.33
H -0.06 -0.88 2.82
H 1.16 -2.01 2.85
H -0.08 -2.46 0.87
H 1.42 -1.83 0.37
H -0.57 0.35 0.83
H 0.72 -0.37 -1.82
H 1.66 0.53 -0.52
H -0.17 1.65 -2.20
H -0.62 1.83 -0.67
H -0.13 3.03 1.00
H 1.05 3.15 0.02
O 0.65 3.52 0.82
```

Results
2S+1: 1
HOMO energy: -8.8 eV
ΔE to the lowest compared entry with this formula, charge and spin: 1.204 eV
Energy: -384.8138 hartree
SMILES string: CC[C@@H](CN)NC.O
Largest force on an atom: 2.6 eV/A



(7)
The following is a DFT calculation (ωB97M-V/def2-TZVPD) of a structure of composition C29H30N3O3P2PdS2.

```
70
C29H30N3O3P2PdS2 (ωB97M-V/def2-TZVPD)
Pd -1.78 -1.01 -0.93
S -2.67 0.41 1.17
P -0.70 0.25 1.62
C -0.13 -0.83 0.37
P 1.19 -0.74 -0.75
S 0.44 -1.51 -2.46
C 2.56 -1.73 -0.08
C 2.84 -1.59 1.28
C 3.80 -2.38 1.87
C 4.48 -3.32 1.11
C 4.21 -3.46 -0.24
C 3.24 -2.67 -0.84
C 1.79 0.94 -1.08
C 3.11 1.31 -0.84
C 3.52 2.58 -1.18
C 2.63 3.48 -1.75
C 1.31 3.11 -1.98
C 0.89 1.83 -1.64
C -0.38 -0.61 3.19
C -0.15 -1.98 3.11
C 0.13 -2.71 4.25
C 0.18 -2.06 5.47
C -0.06 -0.70 5.56
C -0.35 0.03 4.42
C 0.04 1.90 1.68
C -0.67 2.97 1.15
C -0.10 4.23 1.14
C 1.18 4.41 1.65
C 1.88 3.34 2.18
C 1.31 2.08 2.20
H 2.28 -0.86 1.86
H 4.01 -2.27 2.93
H 5.22 -3.95 1.58
H 4.74 -4.19 -0.82
H 3.02 -2.77 -1.89
H 3.80 0.60 -0.41
H 4.55 2.88 -1.01
H 2.96 4.46 -2.02
H 0.62 3.81 -2.42
H -0.14 1.52 -1.82
H -0.15 -2.45 2.13
H 0.32 -3.77 4.18
H 0.42 -2.63 6.36
H -0.02 -0.21 6.52
H -0.55 1.09 4.48
H -1.67 2.81 0.75
H -0.66 5.06 0.75
H 1.62 5.39 1.63
H 2.87 3.49 2.58
H 1.85 1.24 2.62
N -2.77 -2.81 0.54
N -3.19 -3.85 -0.30
C -3.24 -3.62 -1.72
O -3.88 -4.40 -2.38
O -2.59 -2.62 -2.14
H -2.06 -3.13 1.20
H -3.54 -2.37 1.06
H -3.98 -4.40 0.03
C -4.12 0.36 -5.60
N -3.56 0.95 -4.40
C -3.64 2.38 -4.18
C -2.99 0.17 -3.49
O -2.52 0.59 -2.42
H -4.51 1.14 -6.24
H -4.94 -0.32 -5.34
H -3.36 -0.20 -6.14
H -4.11 2.86 -5.03
H -2.64 2.80 -4.05
H -4.22 2.60 -3.28
H -2.97 -0.90 -3.75
```

Results
2S+1: 5
HOMO energy (alpha / beta): -10.9 / -11.5 eV
Charge: +1
ΔE to the lowest compared entry with this formula, charge and spin: 0.977 eV
<S²>: 6.022
Energy: -3119.7522 hartree
Largest force on an atom: 2.6 eV/A



(8)
The following is a DFT calculation (ωB97M-V/def2-TZVPD) of a structure of composition C27H31FeN5.

```
64
C27H31FeN5 (ωB97M-V/def2-TZVPD)
Fe -0.10 -0.14 -0.11
C 2.58 -0.69 -0.24
N 1.49 -1.28 0.55
C 1.15 -2.66 0.22
C -0.31 -2.87 0.53
C -0.89 -4.11 0.45
C -2.24 -4.21 0.80
C -2.93 -3.06 1.17
C -2.28 -1.85 1.13
N -0.98 -1.74 0.81
C 1.66 -1.09 2.00
C 1.12 0.26 2.39
C 1.41 0.87 3.60
C 0.92 2.14 3.86
C 0.17 2.78 2.88
C -0.09 2.11 1.71
N 0.34 0.86 1.47
C 2.04 -0.15 -1.54
C 2.52 -0.59 -2.75
C 2.10 0.08 -3.90
C 1.21 1.14 -3.77
C 0.69 1.44 -2.52
N 1.09 0.80 -1.41
H 3.43 -1.34 -0.45
H 2.93 0.17 0.34
H 1.77 -3.36 0.79
H 1.37 -2.85 -0.84
H -0.31 -4.98 0.17
H -2.74 -5.17 0.78
H -3.96 -3.11 1.47
H -2.79 -0.92 1.36
H 2.72 -1.16 2.28
H 1.13 -1.88 2.54
H 2.04 0.35 4.32
H 1.15 2.63 4.80
H -0.19 3.78 3.02
H -0.64 2.58 0.90
H 3.24 -1.40 -2.80
H 2.47 -0.21 -4.87
H 0.89 1.71 -4.63
H -0.06 2.20 -2.40
C -5.52 2.47 -1.27
N -4.37 2.49 -0.31
C -4.53 1.43 0.72
C -2.99 2.49 -0.95
C -2.63 1.21 -1.67
C -3.21 1.01 -2.93
C -2.94 -0.11 -3.70
C -2.07 -1.06 -3.20
C -1.48 -0.85 -1.96
C -1.70 0.28 -1.18
H -6.44 2.62 -0.70
H -5.54 1.51 -1.77
H -5.40 3.28 -1.99
H -4.43 3.39 0.18
H -4.53 0.47 0.20
H -5.46 1.57 1.24
H -3.69 1.49 1.42
H -2.31 2.71 -0.13
H -3.00 3.34 -1.64
H -3.87 1.77 -3.34
H -3.41 -0.23 -4.67
H -1.85 -1.96 -3.77
H -0.79 -1.64 -1.63
```

Results
2S+1: 2
HOMO energy (alpha / beta): -17.7 / -17.7 eV
Charge: +3
ΔE to the lowest compared entry with this formula, charge and spin: 0.733 eV
<S²>: 0.824
Energy: -2584.0094 hartree
Largest force on an atom: 0.9 eV/A



(9)
The following is a DFT calculation (ωB97M-V/def2-TZVPD) of a cluster of 3 separate species, C28H49N6O5P3S in total.

```
92
C28H49N6O5P3S (ωB97M-V/def2-TZVPD)
O -4.71 -0.59 0.26
C -5.22 0.51 0.27
C -6.69 0.73 0.07
C -7.45 0.03 -0.85
C -8.81 0.28 -0.98
C -9.42 1.24 -0.19
C -10.93 1.52 -0.27
C -11.64 0.81 -1.41
O -11.12 1.15 -2.69
C -8.66 1.98 0.72
C -7.32 1.72 0.83
C -6.43 2.47 1.79
O -6.76 2.77 2.91
C -5.07 2.77 1.22
C -4.41 3.98 1.39
C -3.16 4.20 0.84
P -2.40 5.83 1.07
S -3.79 7.20 1.19
C -2.52 3.17 0.12
C -3.18 1.96 -0.06
C -4.44 1.78 0.47
H -6.94 -0.72 -1.45
H -9.37 -0.28 -1.71
H -11.38 1.28 0.70
H -11.02 2.61 -0.38
H -12.69 1.15 -1.39
H -11.68 -0.28 -1.29
H -11.03 2.10 -2.74
H -9.15 2.74 1.33
H -4.89 4.78 1.95
H -1.63 6.04 -0.09
H -1.50 5.85 2.15
H -1.54 3.25 -0.32
H -2.73 1.13 -0.61
O 0.85 3.09 1.49
P 1.74 1.87 1.48
N 2.57 2.25 2.97
C 3.97 2.31 3.31
C 1.75 2.02 4.15
N 2.61 2.34 0.07
C 4.06 2.36 -0.01
C 2.11 3.50 -0.65
N 2.42 0.26 1.31
C 1.31 -0.65 0.90
C 3.26 -0.47 2.24
H 4.30 1.45 3.92
H 4.18 3.20 3.92
H 4.63 2.35 2.44
H 1.50 0.95 4.28
H 0.81 2.57 4.09
H 2.25 2.35 5.06
H 4.49 3.17 0.58
H 4.39 2.48 -1.04
H 4.50 1.41 0.31
H 2.32 4.44 -0.11
H 1.04 3.43 -0.82
H 2.57 3.57 -1.64
H 0.57 -0.75 1.71
H 1.67 -1.64 0.65
H 0.80 -0.26 0.02
H 2.87 -0.50 3.26
H 4.29 -0.10 2.22
H 3.36 -1.51 1.91
O 4.00 -3.20 0.01
P 4.77 -3.51 -1.25
N 4.18 -5.13 -1.46
C 4.86 -6.38 -1.75
C 2.78 -5.19 -1.86
N 6.34 -3.42 -0.58
C 7.37 -4.42 -0.80
C 6.43 -2.98 0.81
N 5.46 -3.35 -2.86
C 5.10 -1.99 -3.36
C 5.36 -4.27 -3.97
H 4.71 -6.71 -2.78
H 4.47 -7.18 -1.12
H 5.93 -6.34 -1.58
H 2.62 -4.75 -2.85
H 2.15 -4.64 -1.15
H 2.41 -6.21 -1.88
H 7.15 -5.35 -0.27
H 8.34 -4.06 -0.46
H 7.51 -4.63 -1.87
H 6.09 -3.75 1.51
H 5.84 -2.08 0.98
H 7.46 -2.72 1.07
H 4.02 -1.90 -3.51
H 5.60 -1.76 -4.30
H 5.41 -1.23 -2.63
H 4.34 -4.60 -4.20
H 6.01 -5.13 -3.83
H 5.74 -3.80 -4.88
```

Results
2S+1: 1
HOMO energy: -8.1 eV
Energy: -3223.1794 hartree
SMILES string: O=C1c2ccc(CCO)cc2C(=O)c2cc([PH2]=S)ccc21.CN(C)P(=O)(N(C)C)N(C)C.CN(C)P(=O)(N(C)C)N(C)C
Largest force on an atom: 7.7 eV/A



(10)
The following is a DFT calculation (ωB97M-V/def2-TZVPD) of an isolated molecule of C9H23N2O2P.

```
37
C9H23N2O2P (ωB97M-V/def2-TZVPD)
C -0.81 3.51 -1.91
C -3.41 0.93 0.64
C 1.07 -3.12 -0.68
C 3.29 -1.03 0.54
C -0.93 2.86 -0.48
C -2.37 0.94 -0.52
C 1.10 -3.02 0.86
C 2.41 -1.08 1.81
C 0.06 0.64 -0.40
N -1.06 1.51 -0.30
N 1.11 -1.74 1.52
O -0.32 0.35 2.16
O 0.29 0.10 -1.60
P -0.12 -0.63 1.07
H -1.62 3.41 -2.62
H -0.52 4.49 -1.60
H -0.07 2.83 -2.37
H -3.70 1.97 1.06
H -4.37 0.64 0.25
H -3.00 0.36 1.55
H 0.73 -4.15 -0.92
H 0.47 -2.36 -1.14
H 2.04 -3.15 -1.12
H 2.60 -0.68 -0.23
H 4.15 -0.44 0.83
H 3.56 -1.95 0.08
H -0.12 3.36 0.14
H -1.89 3.42 -0.24
H -2.20 -0.18 -0.73
H -2.77 1.47 -1.36
H 2.00 -3.55 1.07
H 0.13 -3.60 1.26
H 2.11 -0.05 2.10
H 2.86 -1.73 2.58
H 0.90 1.22 -0.11
H -0.59 0.00 -1.91
H -1.03 -1.56 0.75
```

Results
2S+1: 1
HOMO energy: -8.2 eV
ΔE to the lowest compared entry with this formula, charge and spin: 1.030 eV
Energy: -957.9720 hartree
SMILES string: CCN(CC)[C@H](O)[P@H](=O)N(CC)CC
Largest force on an atom: 4.7 eV/A



(11)
The following is a DFT calculation (ωB97M-V/def2-TZVPD) of a cluster of 2 separate species, C4H12N3 in total.

```
19
C4H12N3 (ωB97M-V/def2-TZVPD)
N 1.91 0.96 1.25
C 2.48 0.25 0.30
N 1.83 -0.31 -0.68
H 0.95 1.23 1.11
H 2.41 1.39 2.01
H 3.56 0.13 0.30
H 2.36 -0.86 -1.32
H 0.80 -0.39 -0.71
C -1.64 -0.89 0.91
C -1.51 -0.16 -0.39
C -1.07 -0.72 -1.53
N -1.87 1.20 -0.34
H -2.47 -0.48 1.48
H -0.72 -0.82 1.50
H -1.84 -1.94 0.73
H -1.00 -0.18 -2.47
H -0.99 -1.80 -1.59
H -1.66 1.64 0.54
H -1.51 1.74 -1.09
```

Results
2S+1: 1
HOMO energy: -12.3 eV
Charge: +1
ΔE to the lowest compared entry with this formula, charge and spin: 1.120 eV
Energy: -323.6371 hartree
Largest force on an atom: 1.0 eV/A



(12)
The following is a DFT calculation (ωB97M-V/def2-TZVPD) of a structure of composition C15H10F5GaN3O4SeTe.

```
40
C15H10F5GaN3O4SeTe (ωB97M-V/def2-TZVPD)
Ga 0.43 1.22 0.36
O -1.86 -2.31 -2.98
C -1.41 -1.34 -3.80
C -1.65 -1.47 -5.16
C -1.22 -0.51 -6.05
C -0.54 0.62 -5.60
C -0.30 0.76 -4.25
C -0.72 -0.20 -3.33
C -0.42 0.01 -1.90
O 0.23 1.06 -1.57
N -0.85 -0.90 -1.05
N -0.49 -0.59 0.24
C -0.82 -1.40 1.18
C -0.52 -1.22 2.58
C -1.04 -2.17 3.47
C -0.78 -2.12 4.82
C 0.03 -1.09 5.31
C 0.55 -0.14 4.47
C 0.29 -0.18 3.09
O 0.78 0.77 2.31
H -1.60 -2.05 -2.06
H -2.18 -2.36 -5.50
H -1.42 -0.63 -7.11
H -0.21 1.38 -6.30
H 0.23 1.62 -3.86
H -1.36 -2.29 0.89
H -1.65 -2.97 3.07
H -1.20 -2.86 5.49
H 0.25 -1.04 6.37
H 1.19 0.65 4.83
F 3.92 2.91 1.29
Te 2.98 1.36 1.80
F 1.59 2.76 1.42
F 4.73 0.74 1.51
F 3.01 -0.26 2.75
F 3.05 2.09 3.50
O 2.32 0.72 0.23
Se -1.58 2.57 0.75
C -1.03 3.98 -0.29
N -0.72 4.89 -0.93
```

Results
2S+1: 1
HOMO energy: -6.0 eV
Charge: -1
ΔE to the lowest compared entry with this formula, charge and spin: 1.323 eV
Energy: -6136.6179 hartree
Largest force on an atom: 0.5 eV/A